This record from the OMol25 dataset describes C37H50F3IrN4O3P2S2Si2 as an isolated structure in a non-equilibrium geometry. The level of theory is the ωB97M-V functional and the def2-TZVPD basis.

Structure (XYZ):
```
104
C37H50F3IrN4O3P2S2Si2 (the ωB97M-V functional and the def2-TZVPD basis)
Ir -0.06303 0.05670 -1.32092
C -1.13609 -2.74339 -3.66709
Si -2.13256 -2.50437 -2.12136
C -3.79428 -1.77711 -2.56288
C -2.30124 -4.19508 -1.33341
N -1.36305 -1.45939 -0.95144
P -1.04900 -1.45403 0.63959
C -0.22677 0.02168 0.74958
P -1.12191 1.48005 0.73705
N -1.33073 1.56420 -0.87764
Si -2.00232 2.90105 -1.81877
C -0.77949 4.30646 -1.97665
C -2.59347 2.39680 -3.50371
C -3.48918 3.57755 -0.90761
C -0.11306 2.84789 1.36948
C 1.26782 2.68457 1.39534
C 2.09468 3.75522 1.70340
C 1.54877 4.99647 1.99301
C 0.17092 5.17031 1.97232
C -0.65529 4.10325 1.65498
C -2.65925 1.57709 1.68945
C -2.71015 2.07997 2.98830
C -3.90255 2.07720 3.69691
C -5.05088 1.56096 3.11458
C -5.00496 1.03858 1.82953
C -3.81554 1.04779 1.12077
C 0.09744 -2.80048 1.06564
C 1.33128 -2.83099 0.41468
C 2.25664 -3.81629 0.70536
C 1.96152 -4.79532 1.64844
C 0.73428 -4.78390 2.28949
C -0.19513 -3.79133 1.99673
C -2.42671 -1.71156 1.77479
C -2.25065 -1.37448 3.11584
C -3.26980 -1.59496 4.02737
C -4.46675 -2.16513 3.61124
C -4.65063 -2.49573 2.27820
C -3.63437 -2.26266 1.36185
H -1.54391 -3.58865 -4.22776
H -0.09368 -2.96732 -3.42932
H -1.16287 -1.87210 -4.31521
H -4.20955 -2.23114 -3.46495
H -3.67015 -0.70794 -2.75206
H -4.52804 -1.89325 -1.76168
H -3.07505 -4.77444 -1.84321
H -2.54276 -4.18302 -0.26985
H -1.35613 -4.73295 -1.43939
H 0.23468 3.95930 -2.16351
H -0.75760 4.90342 -1.06205
H -1.06454 4.96647 -2.79979
H -1.78663 2.14160 -4.18454
H -3.15100 3.23494 -3.93033
H -3.26469 1.53720 -3.44907
H -3.27666 3.87068 0.12113
H -4.32455 2.87736 -0.88450
H -3.81405 4.47437 -1.44338
H 1.69626 1.71010 1.19686
H 3.16719 3.60832 1.71487
H 2.19467 5.83064 2.23628
H -0.25963 6.13807 2.19444
H -1.72585 4.25928 1.62102
H -1.81297 2.46330 3.45600
H -3.93383 2.47477 4.70305
H -5.98336 1.56039 3.66475
H -5.89620 0.61802 1.38166
H -3.77462 0.63875 0.11690
H 1.59515 -2.06874 -0.31008
H 3.21281 -3.81321 0.19725
H 2.68797 -5.56420 1.87965
H 0.49304 -5.54661 3.01861
H -1.15261 -3.80411 2.50211
H -1.31655 -0.93170 3.44228
H -3.13026 -1.32320 5.06561
H -5.25807 -2.34400 4.32792
H -5.58687 -2.92612 1.94659
H -3.79860 -2.49037 0.31744
C 6.88116 -1.57001 -1.22001
N 5.62713 -0.84003 -1.16476
C 4.97820 -0.66663 -2.45462
C 5.03870 -0.45384 -0.01192
S 3.44121 0.02058 0.11124
N 5.86692 -0.50815 1.10367
C 7.03627 0.36424 1.08621
C 5.23542 -0.53863 2.41182
H 6.76437 -2.39924 -1.91924
H 7.13011 -1.96391 -0.23886
H 7.70376 -0.94440 -1.57743
H 5.56218 0.01373 -3.07998
H 3.97973 -0.27290 -2.31286
H 4.91017 -1.63240 -2.95879
H 7.41496 0.49693 0.07776
H 7.83135 -0.05487 1.70475
H 6.77284 1.35279 1.48213
H 4.41399 -1.24949 2.41633
H 4.83898 0.44101 2.70006
H 5.98960 -0.84830 3.13706
F 1.64287 2.09689 -2.50801
C 1.79997 1.65983 -3.77287
F 3.10339 1.56242 -4.01752
F 1.26738 2.55635 -4.59885
S 0.98567 0.02995 -3.95814
O 1.34475 -0.42534 -5.25752
O 1.55709 -0.73272 -2.82438
O -0.42319 0.31467 -3.63149
```

Output
* net charge: 0
* DFT total energy: -4346.74118 Ha
* M: 1030.30 g/mol
* HOMO energy: -7.0791 eV

These are the Löwdin partial charges, in e, on atoms 1 to 99:
1 Ir 1.13
2 C -0.17
3 Si 0.35
4 C -0.16
5 C -0.16
6 N -0.33
7 P 0.69
8 C -0.52
9 P 0.71
10 N -0.36
11 Si 0.37
12 C -0.16
13 C -0.17
14 C -0.17
15 C -0.28
16 C -0.09
17 C -0.07
18 C -0.08
19 C -0.08
20 C -0.11
21 C -0.30
22 C -0.08
23 C -0.07
24 C -0.08
25 C -0.07
26 C -0.11
27 C -0.27
28 C -0.10
29 C -0.08
30 C -0.09
31 C -0.08
32 C -0.08
33 C -0.31
34 C -0.09
35 C -0.07
36 C -0.08
37 C -0.07
38 C -0.09
39 H 0.04
40 H 0.04
41 H 0.02
42 H 0.03
43 H 0.01
44 H 0.02
45 H 0.04
46 H 0.01
47 H 0.04
48 H 0.01
49 H 0.02
50 H 0.04
51 H 0.01
52 H 0.04
53 H 0.02
54 H 0.01
55 H 0.03
56 H 0.04
57 H 0.02
58 H 0.10
59 H 0.10
60 H 0.10
61 H 0.09
62 H 0.11
63 H 0.10
64 H 0.11
65 H 0.11
66 H 0.11
67 H 0.04
68 H 0.10
69 H 0.10
70 H 0.10
71 H 0.10
72 H 0.12
73 H 0.11
74 H 0.10
75 H 0.11
76 H 0.07
77 C -0.06
78 N -0.20
79 C -0.07
80 C -0.75
81 S 0.75
82 N -0.25
83 C -0.07
84 C -0.12
85 H 0.09
86 H 0.09
87 H 0.09
88 H 0.10
89 H 0.00
90 H 0.10
91 H 0.07
92 H 0.09
93 H 0.09
94 H 0.07
95 H 0.08
96 H 0.09
97 F 0.08
98 C -0.67
99 F 0.15